1.
The following is a quantum chemistry calculation of a molecular structure, C27H46GeKNO7S4, from the OMol25 dataset.

Output
Energy above the lowest of the compared OMol25 structures with the same formula, charge and spin   0.4638 eV
HOMO-LUMO gap (alpha / beta)   6.635 / 3.741 eV
Total energy   -5907.63003 Ha
<S²>   0.760

```
! wB97M-V def2-TZVPD RIJCOSX def2/J DEFGRID3
* xyz -1 2
K -0.1824 0.7062 0.2535
C 0.7513 -3.9902 1.1563
C 2.2448 -3.7776 1.3837
S 2.6763 -2.3526 2.4151
C 2.1043 -2.9191 4.0431
C 1.4133 -1.8109 4.8342
S -0.1384 -1.2174 4.1332
C -1.1235 -2.7242 4.3067
C -2.5823 -2.4525 3.9683
S -2.8952 -1.8505 2.2895
C -2.5310 -3.3238 1.2914
C -1.6451 -3.0113 0.0882
S 0.0281 -2.4767 0.4950
H 0.2633 -4.2732 2.0908
H 0.6022 -4.8043 0.4413
H 2.7327 -3.5758 0.4279
H 2.6896 -4.6877 1.7925
H 2.9653 -3.2769 4.6123
H 1.4347 -3.7687 3.9009
H 2.0381 -0.9171 4.8678
H 1.2438 -2.1555 5.8589
H -1.0634 -3.0871 5.3378
H -0.7390 -3.5157 3.6595
H -2.9696 -1.6604 4.6117
H -3.1875 -3.3441 4.1455
H -3.4737 -3.7462 0.9362
H -2.0605 -4.0691 1.9343
H -2.0632 -2.1822 -0.4914
H -1.6065 -3.8807 -0.5751
C 1.1353 3.2304 -2.2070
C -0.1982 3.6154 -1.5616
C 0.0574 4.2352 -0.1868
C -0.9315 4.6247 -2.4479
O -1.0038 2.4728 -1.3524
Ge -1.5851 1.2668 -2.6928
O -2.5791 0.3256 -1.3972
C -3.8722 0.7313 -0.9823
C -4.7119 -0.5347 -0.8145
C -4.5643 1.6445 -1.9991
C -3.7521 1.4709 0.3513
O -0.1121 0.1249 -2.3891
C 0.3283 -0.8049 -3.3579
C 1.7222 -1.2604 -2.9323
C -0.6200 -2.0051 -3.3985
C 0.4250 -0.1786 -4.7540
H 1.7873 4.1024 -2.3064
H 0.9722 2.8001 -3.1979
H 1.6489 2.4803 -1.6017
H 0.6757 5.1329 -0.2718
H 0.5638 3.5358 0.4856
H -0.8928 4.5093 0.2760
H -0.3437 5.5375 -2.5761
H -1.8889 4.8851 -1.9916
H -1.1285 4.1961 -3.4326
H -4.7675 -1.0657 -1.7674
H -5.7259 -0.2989 -0.4804
H -4.2586 -1.1943 -0.0739
H -4.6191 1.1626 -2.9772
H -4.0234 2.5864 -2.1145
H -5.5788 1.8749 -1.6637
H -3.2987 0.8199 1.1014
H -4.7314 1.7873 0.7221
H -3.1171 2.3491 0.2232
H 1.6952 -1.6171 -1.9011
H 2.4117 -0.4164 -2.9982
H 2.0916 -2.0614 -3.5790
H -0.6250 -2.4987 -2.4261
H -0.3130 -2.7282 -4.1599
H -1.6366 -1.6719 -3.6198
H 1.0326 0.7283 -4.7116
H -0.5588 0.0911 -5.1389
H 0.8915 -0.8781 -5.4530
O 5.4484 4.5663 -0.3117
C 5.8346 3.7487 0.6091
O 6.7823 3.7788 1.3464
C 4.7542 2.6682 0.5516
C 4.6880 1.8064 -0.5393
C 3.7393 0.8016 -0.4902
N 2.8665 0.6576 0.5064
C 2.9490 1.4838 1.5530
C 3.8800 2.5219 1.6111
C 1.9625 1.3056 2.7126
O 2.4731 0.9378 3.7815
O 0.7780 1.5860 2.4326
H 5.3449 1.9172 -1.3902
H 3.6514 0.0947 -1.3063
H 3.9209 3.1633 2.4806
*
```

---

2.
The following is a quantum chemistry calculation of 7 unconnected molecules or ions with the total composition C27H47BO10S6 in a non-equilibrium geometry, from the OMol25 dataset.

Output
HOMO-LUMO gap   6.794 eV
Total energy   -4222.60000 Ha

```
! wB97M-V def2-TZVPD RIJCOSX def2/J DEFGRID3
* xyz 0 1
C -0.8189 -1.5919 -1.2716
O 0.3140 -1.8254 -2.1861
B 1.6105 -1.6501 -1.5027
O 2.7031 -0.7301 -1.9680
C 1.9138 -2.5261 -0.1458
C 2.6401 -4.0128 -0.3874
C 2.9894 -4.9774 0.8954
C 2.5501 -4.4340 2.3829
C 1.8231 -2.9502 2.6301
C 1.5135 -1.9439 1.3309
C 0.8464 -0.4946 1.6807
O 0.9003 0.6248 0.9592
C 0.0452 -0.3704 3.1437
C -1.0575 0.8732 3.2914
C -1.9045 1.1711 4.6891
C -1.5952 0.1632 5.9863
C -0.5059 -1.0958 5.8182
C 0.3144 -1.3625 4.4236
C 1.4448 -2.5627 4.1951
O 1.9894 -3.2124 5.2390
H -1.8216 -1.7419 -1.8979
H -0.8762 -2.3337 -0.3684
H -0.7669 -0.4876 -0.8236
H 2.8514 -0.0385 -1.2323
H 2.9219 -4.3244 -1.5036
H 3.5342 -5.9968 0.6663
H 2.8060 -5.1417 3.3014
H -1.2320 1.5795 2.3496
H -2.7039 2.0409 4.8039
H -2.1621 0.3762 6.9875
H -0.3227 -1.7580 6.7679
C 3.3185 -0.8100 6.8093
S 2.7174 0.3482 8.0623
O 1.4055 0.8921 7.5813
C 3.9742 1.6148 7.7622
H 2.6536 -1.6767 6.7901
H 3.3180 -0.3318 5.8269
H 4.3287 -1.1360 7.0677
H 3.9330 1.9434 6.7211
H 4.9629 1.2098 7.9895
H 3.7730 2.4651 8.4182
C 0.3165 1.3411 -3.5983
S -0.6562 2.3194 -2.4280
O -2.1044 2.0678 -2.7242
C -0.2288 3.9302 -3.1326
H 0.1707 0.2824 -3.3711
H -0.0157 1.5411 -4.6198
H 1.3747 1.5905 -3.4919
H -0.5275 3.9703 -4.1826
H 0.8472 4.0951 -3.0414
H -0.7611 4.7047 -2.5752
C -3.6620 5.0302 -1.3443
S -4.1253 6.2641 -2.5835
O -2.9932 6.3684 -3.5612
C -4.0192 7.6898 -1.4744
H -3.6258 4.0505 -1.8264
H -2.6787 5.2664 -0.9305
H -4.4100 5.0132 -0.5483
H -3.0138 7.7618 -1.0529
H -4.7555 7.5859 -0.6742
H -4.2360 8.5932 -2.0493
C -6.4078 2.2981 -1.7069
S -7.1012 3.8958 -1.2176
O -6.7349 4.1257 0.2181
C -8.8314 3.3679 -1.2597
H -5.3183 2.3795 -1.7122
H -6.7096 1.5257 -0.9955
H -6.7553 2.0410 -2.7102
H -8.9834 2.5297 -0.5758
H -9.0997 3.0758 -2.2775
H -9.4576 4.2072 -0.9481
C -1.1335 -0.2956 -9.0224
S -1.1315 0.8844 -7.6511
O 0.2505 0.8974 -7.0695
C -2.1744 -0.1057 -6.5529
H -0.5038 0.1008 -9.8224
H -0.7339 -1.2565 -8.6897
H -2.1529 -0.4215 -9.3945
H -1.7103 -1.0781 -6.3726
H -3.1598 -0.2378 -7.0056
H -2.2813 0.4257 -5.6042
C 7.3705 -8.4230 0.3361
S 6.7695 -7.2647 1.5891
O 5.4575 -6.7208 1.1081
C 8.0262 -5.9981 1.2891
H 6.7056 -9.2896 0.3170
H 7.3701 -7.9447 -0.6463
H 8.3807 -8.7489 0.5946
H 7.9850 -5.6695 0.2480
H 9.0150 -6.4032 1.5163
H 7.8250 -5.1478 1.9450
*
```

---

3.
The following is a quantum chemistry calculation of a molecular structure, C27H47BrF6O4SSi2 in a non-equilibrium geometry, from the OMol25 dataset.

Output
HOMO-LUMO gap   9.742 eV
Total energy   -5508.54391 Ha

```
! wB97M-V def2-TZVPD RIJCOSX def2/J DEFGRID3
* xyz 0 1
C 3.5747 -4.1822 0.2471
C 2.9578 -3.8993 1.6372
O 3.8139 -3.1019 2.4471
C 3.2784 -1.8389 2.7769
C 3.4797 -0.8931 1.6011
O 2.8417 0.3666 1.8933
Si 2.4324 1.2137 0.5286
F 2.5005 2.7409 0.9392
C 0.7480 0.6369 -0.0053
C -0.4349 1.3013 0.7271
C -1.7624 0.7317 0.1574
C -2.8551 1.8153 0.2270
C -4.1086 1.4429 -0.6134
C -5.3744 1.8594 0.1415
C -6.7046 1.4288 -0.5686
C -6.5302 0.7496 -1.9339
C -7.9093 0.3487 -2.5483
C -7.8404 -1.0325 -3.2228
C -8.4157 -2.1509 -2.3607
O -7.9958 -3.4081 -2.8856
C -7.0200 -4.0425 -2.0815
O 3.5477 0.7797 -0.6472
Si 4.0128 1.9286 -1.7487
S 5.5511 3.0615 -0.7653
C 2.6732 3.0991 -2.3410
C 1.5443 2.4459 -3.2085
C 1.6249 2.8792 -4.6941
Br -0.1678 3.2066 -2.5262
C 4.8392 1.1363 -3.3032
F 6.0813 0.7110 -3.0693
F 4.9558 2.1137 -4.2485
C 4.0581 -0.0419 -3.9813
F 3.1552 -0.5851 -3.1700
F 4.9131 -1.0027 -4.3003
F 3.4541 0.3136 -5.0987
H 3.7708 -5.2468 0.1470
H 2.8539 -3.9048 -0.5232
H 4.4714 -3.5887 0.1021
H 2.0171 -3.3712 1.4693
H 2.7627 -4.8289 2.1702
H 2.2165 -1.9092 3.0379
H 3.7879 -1.4508 3.6585
H 4.5359 -0.7138 1.4178
H 2.9883 -1.3633 0.7418
H 0.7108 -0.4305 0.2370
H 0.6336 0.6892 -1.0888
H -0.4308 2.3828 0.6412
H -0.4069 0.9661 1.7631
H -2.0961 -0.1163 0.7590
H -1.6400 0.3608 -0.8627
H -2.4278 2.7384 -0.1662
H -3.1130 1.9363 1.2792
H -4.0519 0.3708 -0.7867
H -4.0193 1.9767 -1.5557
H -5.3795 2.9439 0.2302
H -5.3545 1.3846 1.1211
H -7.2536 0.7245 0.0601
H -7.3503 2.2933 -0.7286
H -6.0294 1.4348 -2.6130
H -5.9736 -0.1798 -1.8388
H -8.6158 0.3651 -1.7162
H -8.1780 1.1076 -3.2796
H -8.4189 -0.9888 -4.1445
H -6.8070 -1.2958 -3.4437
H -8.1267 -2.0404 -1.3111
H -9.5070 -2.1468 -2.3826
H -7.5092 -4.7663 -1.4214
H -6.3333 -4.6112 -2.7099
H -6.4137 -3.3337 -1.5136
H 5.8113 4.0550 -1.6375
H 3.1744 3.8117 -2.9991
H 2.2224 3.6914 -1.5497
H 1.5010 1.3677 -3.1091
H 0.8476 3.5989 -4.9093
H 2.5725 3.3663 -4.9216
H 1.5464 1.9984 -5.3269
C 6.0936 -1.4664 7.9903
C 4.9968 -0.6384 8.1863
C 4.5801 0.2137 7.1730
C 5.2553 0.2314 5.9603
C 6.3499 -0.5992 5.7631
C 6.7715 -1.4453 6.7793
H 6.4202 -2.1289 8.7819
H 4.4665 -0.6569 9.1301
H 3.7282 0.8638 7.3278
H 4.9273 0.8930 5.1677
H 6.8752 -0.5866 4.8162
H 7.6283 -2.0895 6.6271
*
```